2 unconnected molecules or ions with the total composition C2H4O2. Source: the Open Molecules 2025 dataset; level of theory: the ωB97M-V functional and the def2-TZVPD basis.

Positions of all 8 atoms, in Å:
O1 3.3994 1.3701 -0.6640
O2 -2.8737 -1.2296 1.7787
C1 -2.5632 -2.0942 1.0082
C2 2.5118 2.0536 -1.1237
H1 2.7745 2.9686 -1.6749
H2 -2.5543 -1.8604 -0.0714
H3 1.5700 1.8906 -0.5931
H4 -2.2646 -3.0987 1.3403

Results
- E (a.u.) = -229.0071
- LUMO level (eV) = 0.703
- structure (SMILES) = C=O.C=O
- Kohn-Sham gap (Ha) = 0.4013

Results of the Mulliken charge analysis, in e, for atoms 1 through 5: -0.373, -0.373, -0.061, -0.069, 0.223